# 1
The following is a quantum chemistry calculation of a structure of composition C16H22BrN7O4RuSi, from the OMol25 dataset.

For the energy above the lowest of the compared OMol25 structures with the same formula, charge and spin, the calculation gives 0.0 kcal per mole. The calculation puts the gap between HOMO and LUMO (alpha / beta) at 8.32 / 6.64 eV. Its multiplicity is 6. The value obtained for the lowest unoccupied orbital energy (alpha / beta) is -2.8 / -4.7 eV. Its net charge is +1. For the highest occupied orbital energy (alpha / beta), the calculation gives -11.14 / -11.30 eV.

```
52
Properties=species:S:1:pos:R:3:forces:R:3
Ru 0.178 -1.059 14.566 -0.35 0.18 -1.17
N 0.212 1.334 13.838 0.84 0.24 0.52
N 0.102 1.625 12.479 -0.27 0.85 0.06
C -0.091 0.619 11.598 -0.06 -1.15 0.06
N -0.306 0.951 10.318 -0.18 0.06 0.40
N -0.014 -0.607 12.178 0.17 0.28 -0.90
N -0.050 -1.733 11.357 -0.27 0.31 -0.34
O -0.085 -2.775 11.974 -0.01 -0.04 0.06
O -0.047 -1.646 10.134 0.01 0.08 0.64
H -0.653 1.539 14.311 -0.52 -0.04 0.20
H 0.955 1.907 14.232 -0.03 -0.10 -0.10
H -0.277 2.552 12.306 0.12 -0.36 -0.50
H -0.461 1.930 10.105 0.12 -0.33 -0.03
H -0.496 0.254 9.598 0.21 0.13 0.59
Br 0.912 -4.262 16.279 0.41 -0.15 -0.15
C -0.888 -3.766 16.219 -0.53 -0.20 0.30
C -1.816 -4.578 16.857 -0.84 0.61 -0.24
C -3.162 -4.148 16.862 1.18 -1.21 0.35
C -3.513 -2.980 16.238 -0.68 0.86 -0.64
C -2.507 -2.256 15.613 0.15 -0.46 0.20
N -1.209 -2.637 15.606 -0.61 -0.01 0.18
C -2.775 -0.965 14.908 -0.07 1.16 -0.88
O -3.839 -0.649 14.427 -0.13 -0.63 0.56
O -1.712 -0.202 14.814 0.08 -0.01 0.24
H -1.492 -5.507 17.304 -0.13 0.06 0.08
H -3.899 -4.774 17.347 -0.06 0.06 0.02
H -4.563 -2.621 16.177 0.99 -0.25 0.08
C 4.630 -2.393 15.688 -0.04 0.35 0.51
Si 3.315 -1.333 14.857 0.03 0.01 0.64
C 3.984 0.375 14.392 -0.22 -0.54 0.22
C 2.819 -2.290 13.337 -0.61 -0.62 0.23
N 1.788 -1.074 15.821 0.69 0.25 -0.54
C 1.692 -0.710 17.134 -0.41 -0.08 -0.54
C 2.805 -0.648 17.959 1.10 0.08 0.55
C 2.687 -0.422 19.326 0.43 0.60 -0.32
C 1.443 -0.204 19.853 -1.28 -0.18 0.26
C 0.292 -0.218 19.014 1.18 -0.03 0.76
C 0.414 -0.420 17.673 0.31 -0.26 0.04
H 5.242 -2.760 14.884 0.41 -0.17 -0.54
H 4.350 -3.280 16.261 -0.50 0.12 -0.13
H 5.300 -1.840 16.345 0.03 0.21 -0.01
H 4.784 0.241 13.672 0.19 -0.04 -0.21
H 4.406 0.915 15.234 -0.02 0.06 0.21
H 3.227 1.002 13.923 -0.10 0.00 -0.05
H 3.148 -3.340 13.455 -0.10 0.49 -0.10
H 3.295 -1.867 12.463 0.19 0.07 -0.34
H 1.740 -2.361 13.107 0.47 0.00 0.08
H 3.798 -0.739 17.527 -0.21 -0.17 0.07
H 3.555 -0.286 19.973 -0.12 -0.34 -0.35
H 1.348 -0.044 20.930 -0.15 0.03 -0.39
H -0.670 -0.096 19.441 -0.74 0.30 0.37
H -0.459 -0.385 17.033 -0.06 -0.08 -0.02
```
Forces are in eV/Å.

---

# 2
The following is a quantum chemistry calculation of a structure of composition C40H62N8SbSeSi3W, from the OMol25 dataset.

For the energy above the lowest of the compared OMol25 structures with the same formula, charge and spin, the calculation gives 0.0 kcal per mole. The calculation puts the gap between HOMO and LUMO (alpha / beta) at 6.41 / 6.42 eV. The value obtained for the lowest unoccupied orbital energy (alpha / beta) is -3.6 / -3.6 eV. Its net charge is +1. For the highest occupied orbital energy (alpha / beta), the calculation gives -10.03 / -10.05 eV.

```
116
Properties=species:S:1:pos:R:3:forces:R:3
W -0.953 0.312 -0.148 0.12 0.11 -0.24
C 0.783 1.725 3.907 0.01 0.02 -0.01
Sb 0.603 1.242 1.842 0.01 0.02 0.08
C -0.568 -0.577 1.718 -0.02 0.02 -0.10
C -0.169 -2.010 1.854 0.01 0.01 0.08
C 0.971 -2.658 1.379 0.05 0.01 0.01
C 1.072 -4.032 1.519 0.01 -0.01 0.01
C 0.057 -4.740 2.144 0.00 0.00 -0.02
C -1.028 -4.024 2.615 -0.02 0.00 -0.03
N -1.131 -2.705 2.472 0.01 -0.03 -0.04
Si -2.123 -0.426 2.916 0.01 -0.02 0.03
C -2.652 1.403 3.102 0.01 -0.02 0.01
C -1.601 -0.943 4.647 0.01 0.04 0.02
C -3.713 -1.176 2.267 0.01 -0.02 -0.01
C 2.555 0.752 1.116 -0.01 0.01 -0.02
C 2.382 -0.062 -0.156 -0.04 -0.03 0.01
C 3.545 -0.458 -0.817 0.00 -0.01 0.03
C 3.518 -1.336 -1.883 0.01 -0.02 0.01
C 2.300 -1.838 -2.293 0.01 0.06 0.01
C 1.172 -1.359 -1.664 -0.01 -0.07 -0.02
N 1.172 -0.473 -0.649 -0.06 0.06 -0.07
Si 3.614 -0.129 2.491 0.01 -0.01 -0.01
C 4.479 1.127 3.581 0.00 0.02 0.00
C 2.611 -1.203 3.670 -0.02 -0.02 0.00
C 4.955 -1.238 1.800 -0.01 0.00 0.00
Si 3.265 2.501 0.653 0.00 0.00 -0.01
C 3.066 3.744 2.049 0.00 0.00 0.00
C 2.237 3.229 -0.737 -0.01 0.00 0.02
C 5.067 2.413 0.155 0.00 -0.02 0.00
H -0.197 2.001 4.285 -0.02 0.00 0.00
H 1.466 2.566 3.994 -0.01 0.00 0.00
H 1.164 0.868 4.452 -0.01 0.02 -0.01
H 1.778 -2.117 0.912 -0.02 -0.04 0.04
H 1.941 -4.549 1.133 0.00 0.00 0.00
H 0.102 -5.813 2.259 0.00 0.00 0.00
H -1.855 -4.518 3.113 0.00 0.00 0.00
H -1.915 2.182 2.894 0.02 0.00 0.00
H -2.977 1.543 4.137 0.00 0.00 0.00
H -3.520 1.598 2.471 -0.01 0.01 -0.01
H -1.679 -0.116 5.354 0.00 0.00 0.01
H -0.578 -1.322 4.667 -0.01 0.01 0.01
H -2.242 -1.753 5.000 0.00 0.00 -0.02
H -3.866 -0.862 1.230 0.00 0.01 0.02
H -4.557 -0.793 2.849 0.00 0.00 0.01
H -3.728 -2.263 2.298 -0.01 0.00 0.00
H 4.491 -0.097 -0.449 0.01 0.02 0.00
H 4.441 -1.636 -2.363 0.00 -0.01 0.00
H 2.195 -2.550 -3.098 0.00 -0.02 0.00
H 0.209 -1.715 -1.989 0.00 0.06 -0.03
H 3.795 1.714 4.195 0.00 -0.01 0.00
H 5.143 1.808 3.050 -0.01 0.01 0.01
H 5.097 0.542 4.269 0.00 0.00 0.00
H 1.535 -1.034 3.672 0.01 -0.03 -0.01
H 2.979 -1.023 4.684 -0.01 0.00 0.00
H 2.761 -2.260 3.452 0.01 -0.01 -0.01
H 5.732 -0.709 1.247 0.00 0.00 0.00
H 4.568 -2.042 1.171 0.00 0.00 0.00
H 5.435 -1.705 2.665 0.00 0.00 0.00
H 2.014 3.960 2.257 0.00 0.00 0.00
H 3.490 4.677 1.665 0.00 0.00 0.00
H 3.570 3.518 2.984 0.02 -0.01 0.02
H 1.675 4.088 -0.363 0.00 0.00 0.00
H 1.518 2.533 -1.171 0.00 0.02 0.04
H 2.876 3.587 -1.546 0.00 0.00 0.00
H 5.683 1.820 0.834 0.00 0.00 -0.02
H 5.470 3.429 0.152 0.00 0.00 0.00
H 5.189 2.018 -0.854 0.00 0.00 0.00
N -1.627 -1.483 -0.661 -0.11 -0.09 0.00
C -1.771 -2.651 -0.652 0.03 0.04 -0.03
C -1.868 -4.001 -0.721 0.00 -0.01 0.00
C -2.935 -4.665 -0.056 -0.05 0.01 -0.06
N -3.814 -5.157 0.502 0.02 0.00 0.03
C -0.807 -4.694 -1.370 0.03 -0.03 0.10
N 0.095 -5.199 -1.878 0.00 0.03 -0.04
C 1.992 -1.986 -7.040 0.00 0.00 0.00
C 1.314 -1.205 -5.949 0.01 0.01 0.00
C 0.027 -1.510 -5.535 -0.01 0.00 0.01
C -0.621 -0.785 -4.537 0.00 -0.01 0.00
C -2.043 -1.141 -4.202 -0.01 0.02 0.01
C 0.067 0.260 -3.909 0.03 0.01 0.01
Se -0.844 1.293 -2.551 -0.05 -0.08 0.15
C 1.359 0.602 -4.323 0.00 -0.01 -0.01
C 2.146 1.702 -3.674 -0.03 0.00 -0.02
C 1.956 -0.135 -5.337 0.00 -0.01 0.00
H 1.374 -2.818 -7.375 0.00 0.00 0.00
H 2.947 -2.390 -6.699 0.00 0.00 0.00
H 2.198 -1.349 -7.901 0.00 0.00 0.00
H -0.504 -2.327 -6.010 0.00 0.00 0.00
H -2.374 -1.989 -4.799 0.00 0.00 0.00
H -2.707 -0.297 -4.404 -0.01 0.00 0.01
H -2.155 -1.399 -3.149 0.00 -0.02 0.05
H 2.518 1.372 -2.702 0.01 0.01 -0.02
H 1.540 2.592 -3.506 0.00 -0.02 -0.03
H 3.005 1.972 -4.287 0.01 0.00 0.00
H 2.957 0.136 -5.657 0.00 0.00 0.00
C -4.339 -0.153 -1.496 0.02 -0.01 -0.01
N -4.696 0.962 -0.633 0.02 0.01 -0.01
C -6.051 0.892 -0.095 -0.01 0.00 0.01
C -3.827 1.898 -0.229 0.07 0.01 0.09
N -2.515 1.668 -0.032 -0.10 -0.02 0.00
N -4.328 3.118 0.075 -0.01 0.04 -0.02
C -5.458 3.675 -0.670 0.01 0.00 0.01
C -3.545 4.111 0.800 -0.02 0.01 -0.01
H -5.114 -0.249 -2.259 0.01 0.00 0.00
H -4.288 -1.086 -0.934 0.01 -0.01 -0.01
H -3.393 0.041 -1.987 0.08 0.00 -0.02
H -6.223 -0.130 0.246 0.00 0.00 0.00
H -6.802 1.135 -0.849 0.00 0.00 0.00
H -6.159 1.560 0.755 0.00 0.00 0.00
H -2.083 2.543 0.249 0.00 -0.02 -0.02
H -5.705 3.041 -1.514 0.00 -0.01 0.00
H -5.166 4.653 -1.054 0.00 0.00 0.00
H -6.337 3.798 -0.036 0.00 0.00 0.00
H -3.003 3.655 1.624 -0.01 0.00 0.01
H -4.232 4.840 1.224 0.00 0.00 0.00
H -2.851 4.641 0.139 0.00 0.00 0.00
```
Forces are in eV/Å.

---

# 3
The following is a quantum chemistry calculation of a structure of composition C3H5N3, from the OMol25 dataset.

For the energy above the lowest of the compared OMol25 structures with the same formula, charge and spin, the calculation gives 132.4 kcal per mole. The calculation puts the gap between HOMO and LUMO at 8.52 eV. The value obtained for the lowest unoccupied orbital energy is 1.1 eV. Its net charge is 0. For the highest occupied orbital energy, the calculation gives -7.45 eV.

```
11
Properties=species:S:1:pos:R:3:forces:R:3
N -1.943 -0.246 -0.239 -0.02 0.09 -0.20
C -0.677 -0.007 -0.579 -0.42 0.23 -0.35
C 0.959 -0.633 0.335 0.53 -0.01 0.66
N 1.856 0.123 -0.297 -0.07 0.01 -0.31
N 1.223 1.290 -0.327 0.07 -0.03 0.05
C 0.142 0.639 0.443 -0.17 -0.12 0.07
H -2.447 0.199 0.524 0.24 -0.16 0.15
H -2.526 -0.727 -0.905 -0.02 0.11 0.04
H 0.970 -1.684 0.579 -0.06 0.19 0.03
H 2.648 -0.091 -0.894 -0.09 -0.05 0.06
H -0.205 1.137 1.359 0.01 -0.25 -0.20
```
Forces are in eV/Å.

---

# 4
The following is a quantum chemistry calculation of a structure of composition C27H28N9O2STi, from the OMol25 dataset.

For the energy above the lowest of the compared OMol25 structures with the same formula, charge and spin, the calculation gives 2.8 kcal per mole. The calculation puts the gap between HOMO and LUMO (alpha / beta) at 6.52 / 7.65 eV. Its multiplicity is 3. The value obtained for the lowest unoccupied orbital energy (alpha / beta) is -2.3 / -2.3 eV. Its net charge is +1. For the highest occupied orbital energy (alpha / beta), the calculation gives -8.78 / -9.95 eV.

```
68
Properties=species:S:1:pos:R:3:forces:R:3
Ti 0.017 -0.050 0.099 0.58 -0.03 -0.07
C -2.033 -0.525 -2.204 -0.01 -0.03 0.02
N -1.948 -1.081 -0.851 0.12 0.04 0.13
C -1.868 -2.544 -0.883 -0.02 -0.01 -0.12
C -0.454 -3.065 -0.897 -0.04 -0.10 -0.11
C -0.220 -4.423 -1.086 0.01 0.10 -0.03
C 1.084 -4.877 -1.118 0.07 -0.08 0.00
C 2.118 -3.960 -0.972 -0.08 0.06 -0.01
C 1.792 -2.633 -0.779 0.04 -0.04 -0.02
N 0.530 -2.186 -0.729 -0.03 0.16 0.12
C -3.056 -0.653 0.009 -0.04 -0.09 -0.05
C -2.681 -0.856 1.453 -0.04 0.00 0.04
C -3.631 -1.114 2.428 0.07 0.01 -0.09
C -3.224 -1.219 3.748 -0.06 -0.01 0.09
C -1.881 -1.053 4.051 0.04 0.01 -0.10
C -1.000 -0.798 3.015 -0.01 -0.01 0.08
N -1.381 -0.716 1.736 -0.04 0.11 0.12
C -1.883 0.974 -2.177 -0.02 0.01 -0.02
C -2.466 1.782 -3.137 0.04 -0.03 0.05
C -2.271 3.153 -3.058 -0.05 0.03 -0.08
C -1.517 3.665 -2.018 0.05 -0.04 0.09
C -0.973 2.786 -1.095 -0.01 0.05 -0.04
N -1.146 1.464 -1.173 -0.02 -0.09 0.01
H -2.973 -0.801 -2.701 -0.01 -0.01 0.01
H -1.214 -0.963 -2.782 0.01 0.01 -0.03
H -2.392 -2.932 -1.765 -0.05 -0.03 0.03
H -2.389 -2.957 -0.019 0.06 0.03 0.08
H -1.057 -5.099 -1.208 0.02 -0.02 -0.01
H 1.296 -5.929 -1.258 -0.01 0.01 -0.01
H 3.155 -4.260 -0.999 -0.01 -0.04 0.00
H 2.555 -1.882 -0.633 0.01 0.01 -0.02
H -3.983 -1.190 -0.225 -0.01 0.01 -0.02
H -3.240 0.408 -0.161 0.01 0.04 0.03
H -4.670 -1.219 2.145 -0.01 -0.02 0.05
H -3.946 -1.420 4.528 0.01 0.00 0.00
H -1.511 -1.116 5.064 -0.04 0.00 0.01
H 0.050 -0.622 3.210 0.02 -0.02 -0.02
H -3.060 1.337 -3.925 -0.01 0.04 -0.01
H -2.711 3.810 -3.797 0.00 0.00 0.01
H -1.339 4.725 -1.907 -0.02 0.00 -0.03
H -0.369 3.130 -0.270 0.01 0.02 0.01
N 0.298 2.408 3.509 -0.02 -0.02 0.04
C 0.727 2.461 2.217 0.00 -0.05 -0.11
O 0.233 1.638 1.395 -0.07 0.13 -0.09
C 1.710 3.413 1.867 -0.11 0.00 0.18
C 2.215 4.299 2.851 0.25 0.04 -0.15
N 2.640 4.991 3.671 -0.14 -0.04 0.05
C 2.161 3.482 0.537 0.03 -0.02 -0.04
N 2.517 3.493 -0.563 -0.01 -0.06 -0.03
H -0.566 1.919 3.663 -0.03 -0.02 0.04
H 0.533 3.152 4.146 0.02 0.02 -0.02
S 4.401 0.103 2.259 0.13 0.03 0.07
C 3.636 -1.259 2.945 -0.08 -0.06 -0.02
C 2.431 -1.450 2.352 -0.01 -0.08 -0.01
N 2.109 -0.540 1.375 -0.26 0.08 -0.07
C 3.076 0.329 1.227 -0.19 0.05 -0.06
H 4.088 -1.843 3.729 0.02 0.02 -0.01
H 1.744 -2.253 2.581 0.00 0.01 0.01
H 3.031 1.143 0.516 0.04 0.01 -0.03
C 1.521 1.957 -3.339 -0.07 -0.07 -0.07
C 2.010 0.747 -2.601 -0.02 0.25 0.03
N 2.947 -0.001 -3.206 -0.01 0.05 -0.01
O 1.582 0.449 -1.485 -0.07 -0.30 0.14
H 1.981 2.074 -4.319 0.01 -0.01 0.02
H 1.732 2.828 -2.721 0.02 0.02 0.04
H 0.440 1.872 -3.461 0.01 0.04 0.00
H 3.354 0.287 -4.077 0.02 -0.01 -0.01
H 3.340 -0.791 -2.725 0.02 -0.02 0.03
```
Forces are in eV/Å.

---

# 5
The following is a quantum chemistry calculation of the ion C8H7O5 with charge -1, from the OMol25 dataset.

For the energy above the lowest of the compared OMol25 structures with the same formula, charge and spin, the calculation gives 78.5 kcal per mole. The calculation puts the gap between HOMO and LUMO at 7.78 eV. Its SMILES is C/C(C(=O)O)=C(/[O-])C1(C)C(=O)C1=O. The value obtained for the lowest unoccupied orbital energy is 2.9 eV. Its net charge is -1. For the highest occupied orbital energy, the calculation gives -4.88 eV.

```
20
Properties=species:S:1:pos:R:3:forces:R:3
C -2.235 1.255 -0.134 -0.82 1.91 0.75
C -1.957 0.134 -1.006 0.61 0.38 0.72
C 1.189 0.119 -0.377 0.20 -3.34 -1.63
C 0.294 0.850 0.275 -2.66 1.34 0.23
C 2.569 0.478 -0.255 -0.16 -0.72 0.34
C -1.420 0.155 0.349 1.61 0.20 -0.07
C 0.985 -1.285 -1.083 -0.29 3.12 -2.00
C -1.415 -0.846 1.481 -1.10 0.01 -1.57
O 2.802 1.573 0.453 1.59 0.71 0.28
O -2.838 2.279 0.144 0.52 -1.01 -0.20
O -2.163 -0.501 -1.988 -0.44 -0.93 -1.47
O 3.423 -0.266 -0.708 1.00 0.94 0.18
O 0.343 1.934 0.871 -0.15 -0.49 0.22
H 1.841 -1.528 -1.802 -1.20 0.57 1.26
H 0.055 -1.136 -1.681 0.66 -0.82 0.40
H 0.880 -2.045 -0.375 -0.16 -1.35 1.03
H -0.952 -1.747 0.992 -0.61 0.50 1.18
H -2.512 -0.934 1.721 1.21 -0.61 0.25
H -0.848 -0.430 2.295 0.16 -0.25 0.51
H 1.959 1.941 0.826 0.03 -0.16 -0.40
```
Forces are in eV/Å.

---

# 6
The following is a quantum chemistry calculation of an isolated molecule of C4H7NO2, from the OMol25 dataset.

For the energy above the lowest of the compared OMol25 structures with the same formula, charge and spin, the calculation gives 52.1 kcal per mole. The calculation puts the gap between HOMO and LUMO at 10.52 eV. Its SMILES is O[C@@H]1CN=COC1. The value obtained for the lowest unoccupied orbital energy is 0.9 eV. Its net charge is 0. For the highest occupied orbital energy, the calculation gives -9.62 eV.

```
14
Properties=species:S:1:pos:R:3:forces:R:3
O 0.233 -1.734 1.356 -0.18 0.10 0.17
C 0.526 -0.795 0.341 0.06 0.21 -0.25
C -0.632 -0.727 -0.636 -0.17 0.18 0.24
O -0.346 0.142 -1.723 0.27 0.17 -0.08
C -0.301 1.390 -1.209 0.01 0.38 0.33
N -0.163 1.640 0.028 0.85 0.58 -0.57
C 0.622 0.674 0.819 0.13 -0.07 0.11
H -0.695 -1.623 1.602 0.17 -0.03 0.11
H 1.461 -1.140 -0.111 -0.21 0.10 -0.06
H -0.919 -1.698 -1.061 -0.23 0.43 0.41
H -1.347 -0.076 -0.031 -0.39 -1.86 -0.61
H -0.442 2.159 -1.966 -0.26 -0.06 0.14
H 1.639 1.059 0.707 0.05 -0.20 0.27
H 0.364 0.727 1.883 -0.11 0.09 -0.22
```
Forces are in eV/Å.

---

Q: Among the records above, which one has the lowest net charge?
A: C8H7O5